Molecular formula: C34H34ClKN6PSe2
Method: DFT, wB97M-V/def2-TZVPD

The geometry in XYZ format:
```
79
Properties=species:S:1:pos:R:3:forces:R:3:mulliken_charge:R:1
K -1.382 -1.683 -0.434 -0.0173 0.3374 0.2236 0.9074
Se 1.563 -1.647 1.197 -0.3888 -0.1119 -0.1956 0.0948
Se -2.477 -0.060 2.471 -0.3119 0.0050 -0.1454 0.0624
C -0.031 -1.840 5.219 -0.3706 -1.3813 0.3964 -0.3472
C 0.255 -1.796 6.514 0.1950 0.4989 0.1189 -0.5373
C 0.806 -0.683 7.306 -0.0352 -0.2228 0.1124 0.0222
C 1.182 0.570 7.002 -0.0106 0.1352 -0.2267 -0.5843
C 1.156 1.300 5.722 -0.2138 -0.7275 0.3539 0.1401
N 0.784 0.979 4.554 0.4190 1.5570 -0.6036 -0.3817
C 0.732 -3.348 1.482 0.7649 0.0879 0.2059 0.3394
C 1.620 -4.416 1.636 -0.2980 -0.1892 0.0653 -0.5487
C 1.097 -5.665 1.926 -0.0549 -0.0354 -0.0202 -0.4363
C -0.276 -5.790 2.071 0.0720 -0.0461 0.0177 -0.4404
C -1.072 -4.671 1.884 -0.1204 0.1628 0.0310 -0.6006
N -0.595 -3.462 1.580 0.1750 -0.0346 -0.1967 -0.1633
H 0.069 -2.696 7.087 -0.0372 -0.0554 -0.0713 0.3370
H 0.935 -0.946 8.352 0.0247 0.0555 0.0115 0.3105
H 1.568 1.176 7.812 -0.0075 -0.0335 0.0289 0.2890
H 1.518 2.326 5.780 0.0050 0.0291 -0.0454 0.4102
H 2.683 -4.256 1.539 0.0075 0.0293 0.0788 0.4608
H 1.748 -6.518 2.062 0.0011 0.0002 -0.0113 0.4302
H -0.732 -6.736 2.326 0.0054 -0.0047 -0.0115 0.4298
H -2.149 -4.743 1.988 -0.0022 -0.0011 -0.0053 0.4532
Cl 0.170 -0.590 4.164 0.2170 0.1251 -0.0159 0.3292
C -2.252 1.810 2.528 0.1269 -0.0759 0.1941 0.0751
C -3.030 2.498 3.472 0.0474 -0.0061 -0.0249 -0.5762
C -2.958 3.873 3.576 0.0214 0.0391 -0.0083 -0.6789
C -2.109 4.583 2.735 -0.0501 0.0080 0.0503 -0.8336
C -1.333 3.912 1.804 0.0015 -0.0840 -0.0710 -0.4464
C -1.365 2.522 1.698 -0.0460 0.1851 -0.0960 0.3412
P -0.419 1.654 0.391 -0.2191 -0.4252 -0.2997 0.8077
C -1.088 2.532 -1.075 0.0712 0.1374 0.0540 0.7006
C -0.394 3.496 -1.800 0.0272 -0.0563 -0.0477 -0.2017
C -0.986 4.108 -2.898 0.0030 -0.0061 -0.0068 -0.7559
C -2.277 3.771 -3.276 0.0002 -0.0028 -0.0065 -0.4991
C -2.979 2.813 -2.556 0.0021 -0.0055 -0.0031 -0.6651
C -2.385 2.195 -1.467 0.0005 -0.0160 -0.0144 -0.7656
C 1.310 2.217 0.452 -0.0174 0.1115 0.1377 0.1219
C 1.841 3.190 1.294 -0.0130 -0.0748 0.0682 -0.2613
C 3.190 3.512 1.230 0.0186 -0.0053 -0.0121 -0.6485
C 4.022 2.874 0.322 -0.0016 0.0123 0.0123 -0.6455
C 3.506 1.892 -0.513 -0.0101 -0.0186 -0.0027 -0.5462
C 2.163 1.560 -0.437 0.0278 0.0332 -0.0251 -0.5060
H -3.695 1.935 4.113 0.0119 -0.0086 0.0072 0.4569
H -3.567 4.391 4.304 -0.0031 0.0068 -0.0071 0.4171
H -2.059 5.662 2.798 -0.0039 0.0003 -0.0003 0.4246
H -0.711 4.482 1.125 0.0174 -0.0019 0.0027 0.5518
H 0.616 3.765 -1.516 -0.0116 0.0167 0.0141 0.3804
H -0.437 4.856 -3.454 -0.0005 0.0000 -0.0006 0.4387
H -2.737 4.254 -4.128 0.0011 -0.0024 -0.0025 0.4096
H -3.989 2.550 -2.843 -0.0019 0.0037 0.0026 0.4242
H -2.945 1.458 -0.898 -0.0042 0.0067 0.0066 0.3779
H 1.212 3.684 2.021 0.0020 0.0062 -0.0038 0.5495
H 3.592 4.269 1.892 -0.0033 -0.0034 0.0036 0.4361
H 5.071 3.132 0.272 -0.0002 0.0001 0.0014 0.3929
H 4.151 1.380 -1.215 -0.0015 0.0031 -0.0037 0.4627
H 1.766 0.779 -1.078 0.0010 0.0042 -0.0093 0.3019
C -1.155 -1.094 -3.980 -0.0011 0.0093 0.0040 -0.7405
N -0.748 -1.285 -5.363 0.0001 0.0053 -0.0021 0.0748
C -0.874 -2.708 -5.691 0.0003 -0.0019 -0.0012 -0.7101
N -0.054 -3.549 -4.813 0.0121 0.0020 0.0059 0.0590
C -0.470 -3.319 -3.438 0.0330 0.0084 -0.0282 -0.7762
N -0.346 -1.900 -3.038 -0.0357 -0.0029 0.0062 0.4803
C 1.068 -1.509 -3.228 0.0009 0.0169 0.0087 -1.1020
N 1.519 -1.707 -4.597 -0.0029 0.0050 0.0008 0.1819
C 0.664 -0.909 -5.483 0.0011 0.0027 0.0007 -0.7064
C 1.344 -3.121 -4.944 -0.0033 0.0015 -0.0025 -0.7154
H -2.206 -1.380 -3.877 0.0012 -0.0049 -0.0028 0.3324
H -1.053 -0.038 -3.714 -0.0040 0.0014 0.0034 0.2708
H -0.562 -2.864 -6.724 0.0007 0.0012 -0.0006 0.3299
H -1.920 -3.005 -5.595 0.0000 -0.0002 0.0002 0.3409
H 0.152 -3.924 -2.773 -0.0102 -0.0094 0.0061 0.3311
H -1.513 -3.629 -3.325 -0.0028 0.0077 -0.0128 0.3217
H 1.691 -2.101 -2.553 0.0006 -0.0064 0.0032 0.2941
H 1.172 -0.453 -2.969 -0.0019 0.0028 0.0035 0.3800
H 0.986 -1.057 -6.515 0.0002 0.0008 -0.0006 0.3302
H 0.775 0.147 -5.231 -0.0008 0.0002 0.0023 0.3359
H 1.967 -3.731 -4.287 -0.0004 0.0005 0.0016 0.3383
H 1.667 -3.277 -5.973 0.0008 -0.0008 0.0000 0.3318
```
Positions in Å, forces in eV/Å.

M: 790.13 g mol⁻¹
Energy above the lowest of the compared OMol25 structures with the same formula, charge and spin: 821.1 kJ/mol
Kohn-Sham gap (alpha / beta): 5.47 / 5.91 eV
Charge: +1
Highest occupied orbital energy (alpha / beta): -0.38114 / -0.37827 Ha
LUMO level (alpha / beta): -4.90 / -4.38 eV
Calculated total energy: -213567.1896 eV
Spin multiplicity: 1
Maximum force: 0.033 hartree/bohr

Molecular formula: C3H5NO2
Method: DFT, wB97M-V/def2-TZVPD

The geometry in XYZ format:
```
11
Properties=species:S:1:pos:R:3:forces:R:3:mulliken_charge:R:1
O 0.660 -1.507 2.302 0.7857 0.0291 0.5674 -0.5663
C 0.394 -0.734 1.439 -2.1831 -0.8077 -3.3937 0.4369
C 0.051 -0.928 -0.195 0.1476 -0.6973 2.3065 -0.7611
C -0.499 0.449 -0.277 5.8055 2.0600 2.4791 0.0048
O 0.249 1.385 -1.039 0.3486 -1.6188 0.9111 -0.5117
N -0.098 0.507 1.362 -0.0473 1.4300 -0.1499 -0.1732
H 0.896 -1.313 -0.720 0.4573 0.3931 -0.9870 0.3401
H -0.782 -1.550 -0.319 -0.8874 -1.6816 -0.0176 0.2441
H -1.476 0.721 -0.314 -2.9444 0.1557 -0.4958 0.4430
H 1.176 1.029 -0.988 -1.1414 0.7799 -0.2627 0.3377
H -0.153 1.098 2.212 -0.3412 -0.0424 -0.9575 0.2058
```
Positions in Å, forces in eV/Å.

M: 87.08 g mol⁻¹
Energy above the lowest of the compared OMol25 structures with the same formula, charge and spin: 210.9 kJ/mol
SMILES: O=C1C[C@H](O)N1
Kohn-Sham gap: 10.40 eV
Charge: 0
Highest occupied orbital energy: -0.35471 Ha
LUMO level: 0.75 eV
Calculated total energy: -8775.5089 eV
Spin multiplicity: 1
Maximum force: 0.129 hartree/bohr

Molecular formula: C37H34CdCl3N4P2S5
Method: DFT, wB97M-V/def2-TZVPD

The geometry in XYZ format:
```
86
Properties=species:S:1:pos:R:3:forces:R:3:mulliken_charge:R:1
Cd 0.859 0.316 -1.273 -0.1136 0.0023 -0.6190 1.9753
C -3.229 1.553 -5.210 0.1548 -0.1161 -0.0227 -0.6819
S -1.477 1.680 -5.616 0.0576 -0.0031 0.0055 -0.1218
C -0.651 0.770 -4.309 -0.1012 -0.3782 0.0996 0.2424
S -1.444 0.009 -3.022 0.1216 0.3040 -0.0968 -0.4687
N 0.632 0.750 -4.572 0.0861 0.4283 -0.4900 -1.4488
N 1.463 0.409 -3.574 -0.2979 -0.1997 0.4028 0.9740
C 2.571 -0.146 -3.862 0.1510 -0.0316 -0.0261 -1.1908
C 3.568 -0.367 -2.807 0.0454 0.0291 0.0361 0.9016
C 4.833 -0.855 -3.117 0.0018 -0.0407 -0.0645 -0.8084
C 5.752 -1.027 -2.096 0.0031 -0.0171 0.0106 -0.3703
C 5.389 -0.699 -0.800 0.0360 -0.0036 -0.0589 -0.8971
C 4.110 -0.211 -0.578 -0.0479 0.0176 0.0187 -0.4911
N 3.229 -0.057 -1.556 -0.0751 0.0479 0.0432 0.7667
H -3.751 1.012 -5.997 -0.0352 0.0329 0.0250 0.2925
H -3.646 2.552 -5.095 -0.0318 -0.0153 0.0155 0.2535
H -3.301 1.002 -4.270 -0.0720 0.0334 0.0023 0.1944
H 2.801 -0.447 -4.881 0.0367 0.1147 -0.0592 0.2847
H 5.077 -1.092 -4.145 0.0019 -0.0024 0.0355 0.4228
H 6.741 -1.414 -2.311 -0.0155 0.0040 0.0031 0.3989
H 6.075 -0.821 0.027 -0.0231 0.0117 -0.0077 0.4495
H 3.767 0.072 0.412 -0.0336 -0.0382 -0.0144 0.2505
S 1.614 -2.744 -1.052 0.0453 0.0473 -0.0564 -0.5393
P 0.083 -2.271 0.129 -0.8214 0.1091 0.0081 2.5024
C -0.469 -0.627 0.207 1.1790 -0.1619 0.8562 -1.9989
P -0.074 0.350 1.560 -1.1056 -0.1020 0.0071 1.7546
S 1.709 1.211 1.824 0.1855 -0.0594 -0.0794 -0.5303
C -0.660 -0.377 3.149 0.0079 -0.0968 -0.0118 0.3914
C -2.005 -0.745 3.242 0.0765 0.0211 0.0414 -0.5720
C -2.510 -1.280 4.416 0.0113 0.0328 -0.0664 -0.6164
C -1.672 -1.467 5.509 0.0282 -0.0169 0.0063 -0.5537
C -0.336 -1.108 5.422 0.0098 0.0308 -0.0430 -0.5688
C 0.169 -0.561 4.246 -0.0748 0.0464 0.0452 -0.4478
C -1.325 1.712 1.483 0.2116 0.1162 0.0750 0.1246
C -2.312 1.744 0.506 -0.0558 0.0449 0.0561 0.0068
C -3.269 2.758 0.512 -0.0169 -0.0329 0.0472 -0.5926
C -3.244 3.741 1.491 -0.0117 -0.0087 -0.0171 -0.5419
C -2.254 3.715 2.470 0.0249 -0.0737 0.0205 -0.7518
C -1.303 2.706 2.464 -0.0509 0.0023 -0.0567 -0.7789
C 0.401 -3.034 1.766 0.2270 0.0507 -0.0090 0.0372
C -0.559 -3.734 2.485 0.0343 0.0219 0.0305 -0.1948
C -0.236 -4.301 3.713 -0.0233 -0.0062 -0.0174 -0.5825
C 1.046 -4.176 4.226 0.0097 0.0125 -0.0052 -0.5474
C 2.007 -3.463 3.520 -0.0228 0.0184 -0.0558 -0.7272
C 1.685 -2.894 2.297 -0.0920 -0.1048 0.0347 -0.3810
C -1.383 -3.213 -0.474 0.1014 -0.0344 -0.1315 -0.4761
C -2.651 -2.646 -0.427 -0.0732 -0.0533 0.0392 0.1690
C -3.746 -3.316 -0.964 0.0282 -0.0173 0.0262 -0.8346
C -3.579 -4.559 -1.556 0.0138 0.0422 0.0178 -0.4402
C -2.315 -5.138 -1.596 0.0246 0.0074 0.0328 -0.7161
C -1.225 -4.467 -1.062 -0.0877 -0.0043 0.0614 -0.5024
H -2.648 -0.601 2.380 -0.0218 -0.0226 0.0377 0.1189
H -3.558 -1.552 4.481 0.0154 -0.0176 -0.0156 0.4123
H -2.059 -1.904 6.423 -0.0030 0.0411 -0.0033 0.3633
H 0.320 -1.251 6.274 -0.0018 -0.0208 -0.0253 0.4145
H 1.208 -0.261 4.172 -0.0103 -0.0242 -0.0039 0.3486
H -2.325 0.968 -0.250 0.0384 -0.0177 -0.0390 0.1467
H -4.044 2.770 -0.246 0.0454 -0.0057 -0.0020 0.4877
H -3.997 4.521 1.500 0.0312 -0.0133 -0.0164 0.3548
H -2.233 4.480 3.237 0.0157 -0.0202 -0.0052 0.3790
H -0.526 2.675 3.218 0.0061 0.0480 -0.0016 0.3484
H -1.561 -3.839 2.085 0.0086 -0.0104 0.0190 0.3826
H -0.991 -4.844 4.271 0.0013 0.0116 -0.0209 0.3995
H 1.296 -4.631 5.178 -0.0110 0.0212 -0.0042 0.3660
H 3.007 -3.351 3.922 -0.0208 -0.0036 -0.0153 0.3982
H 2.429 -2.350 1.727 0.0210 -0.0020 0.0118 0.2492
H -2.764 -1.663 0.015 0.0443 0.0155 -0.0507 0.1718
H -4.728 -2.857 -0.931 0.0293 0.0038 -0.0135 0.4116
H -4.427 -5.067 -2.001 0.0123 -0.0144 0.0331 0.3625
H -2.180 -6.109 -2.061 0.0126 0.0259 0.0033 0.3795
H -0.232 -4.896 -1.118 0.0085 0.0025 -0.0329 0.3543
C 0.373 4.164 -0.291 -0.0189 0.0758 -0.1530 -0.4550
S 0.342 3.446 -1.955 0.0099 -0.1962 0.2079 0.0858
C -1.356 3.845 -2.412 0.1743 -0.0355 -0.1216 -0.3162
H -0.608 4.041 0.164 0.0418 -0.0200 0.0335 -0.0066
H 0.629 5.224 -0.334 -0.0191 -0.0105 0.0304 0.4959
H 1.104 3.616 0.301 -0.0202 0.0221 0.0272 0.1033
H -1.465 4.920 -2.563 -0.0191 -0.0201 0.0244 0.4119
H -2.027 3.496 -1.632 -0.0666 -0.0149 -0.0393 -0.1742
H -1.561 3.321 -3.345 -0.0305 0.0382 0.0443 0.0119
Cl 3.508 6.389 -0.795 -0.0367 -0.0127 0.0292 -0.1040
C 4.034 5.171 -1.965 0.0563 -0.0069 -0.0355 0.7727
Cl 5.810 5.188 -2.080 -0.0174 -0.0068 0.0105 -0.1303
Cl 3.332 5.502 -3.548 -0.0292 -0.0240 -0.0093 -0.0821
C 3.619 3.845 -1.510 -0.0051 -0.1856 0.0032 -0.3305
N 3.320 2.792 -1.164 0.1267 0.3882 -0.0016 -0.1510
```
Positions in Å, forces in eV/Å.

M: 975.76 g mol⁻¹
Energy above the lowest of the compared OMol25 structures with the same formula, charge and spin: 78.7 kJ/mol
Kohn-Sham gap: 6.18 eV
Charge: -1
Highest occupied orbital energy: -0.15656 Ha
LUMO level: 1.92 eV
Calculated total energy: -159769.3718 eV
Spin multiplicity: 1
Maximum force: 0.029 hartree/bohr